Entry 1:
C11H17BI2N3O4Ti as an isolated structure, computed with the ωB97M-V functional and the def2-TZVPD basis.

## Properties
orbital gap = 5.455 eV
charge = +3
spin multiplicity = 1
HOMO = -16.91 eV
ΔE to the lowest compared entry with this formula, charge and spin = 0.00 kcal/mol
total energy = -64312.6781 eV

Each line ends with the Löwdin charge.
CARTESIAN COORDINATES (ANGSTROEM)
Ti (0.248, 0.929, -1.200)  1.00
I (2.885, 0.572, -2.661)  0.53
I (3.723, 1.106, -0.186)  0.43
C (-0.099, 3.926, 3.240)  0.05
N (-0.169, 2.844, 2.218)  -0.06
C (-0.796, 1.584, 2.671)  0.06
C (0.308, 3.047, 1.046)  -0.33
C (0.911, 4.338, 0.627)  0.06
O (0.281, 2.049, 0.141)  -0.22
H (-0.592, 3.574, 4.139)  0.11
H (-0.605, 4.820, 2.884)  0.12
H (0.939, 4.158, 3.470)  0.12
H (-1.789, 1.816, 3.047)  0.13
H (-0.200, 1.172, 3.482)  0.13
H (-0.867, 0.868, 1.867)  0.07
H (1.798, 4.554, 1.227)  0.12
H (0.205, 5.155, 0.786)  0.12
H (1.194, 4.310, -0.419)  0.10
O (1.301, -1.470, 0.299)  0.13
B (0.211, -0.993, -0.350)  -0.61
O (-0.694, -1.960, -0.704)  0.13
C (-0.133, -3.152, -0.200)  -0.16
C (-0.632, -4.431, -0.270)  0.04
C (0.173, -5.414, 0.292)  -0.02
C (1.401, -5.109, 0.891)  -0.02
C (1.885, -3.811, 0.951)  0.04
C (1.074, -2.852, 0.389)  -0.16
H (-1.587, -4.662, -0.725)  0.14
H (-0.158, -6.443, 0.262)  0.13
H (1.987, -5.909, 1.323)  0.13
H (2.831, -3.570, 1.415)  0.14
N (-1.930, 0.747, -4.529)  0.28
C (-1.601, 0.017, -3.495)  -0.46
N (-2.122, -1.142, -3.197)  0.28
O (-0.656, 0.482, -2.670)  -0.19
H (-2.621, 0.438, -5.201)  0.17
H (-1.475, 1.629, -4.708)  0.16
H (-2.845, -1.563, -3.766)  0.17
H (-1.784, -1.655, -2.387)  0.12



Entry 2:
C7H9NO2S as an isolated structure, computed with the ωB97M-V functional and the def2-TZVPD basis.

## Properties
orbital gap = 9.105 eV
spin multiplicity = 1
HOMO = -8.76 eV
ΔE to the lowest compared entry with this formula, charge and spin = 97.72 kcal/mol
total energy = -23820.7274 eV

Each line ends with the Löwdin charge.
CARTESIAN COORDINATES (ANGSTROEM)
C (-1.719, -0.228, -0.027)  -0.07
C (0.150, -0.546, 0.608)  -0.46
C (-2.036, -1.394, 0.271)  -0.30
C (2.046, -1.750, 0.727)  -0.23
C (2.480, -0.370, 1.414)  -0.41
C (-1.885, 1.223, -0.249)  -0.20
C (-1.388, 1.727, -1.644)  -0.26
N (0.672, -1.646, 0.321)  0.00
O (-2.378, -2.477, 0.471)  0.18
O (0.051, 1.631, -1.771)  -0.10
S (1.089, 0.817, 1.215)  0.92
H (2.665, -2.092, 0.012)  0.06
H (2.040, -2.517, 1.647)  0.15
H (2.749, -0.660, 2.502)  0.10
H (3.240, -0.025, 0.790)  0.03
H (-1.283, 1.804, 0.550)  0.10
H (-3.004, 1.512, -0.270)  0.14
H (-1.700, 2.822, -1.767)  0.13
H (-2.011, 1.258, -2.386)  0.10
H (0.224, 0.911, -2.413)  0.10



Entry 3:
C3H2LiMgNaO3 as an isolated structure, computed with the ωB97M-V functional and the def2-TZVPD basis.

## Properties
orbital gap = 5.318 eV
charge = +2
spin multiplicity = 1
HOMO = -14.21 eV
ΔE to the lowest compared entry with this formula, charge and spin = 0.00 kcal/mol
total energy = -19336.5836 eV

Each line ends with the Löwdin charge.
CARTESIAN COORDINATES (ANGSTROEM)
C (-0.714, 0.559, 1.332)  -0.30
C (0.462, -0.052, 1.106)  -0.11
O (-1.864, -0.093, 1.474)  -0.36
H (-0.738, 1.655, 1.417)  0.14
H (0.605, -1.125, 0.985)  0.12
Na (-4.238, 0.481, 0.776)  0.88
Li (-1.551, -1.374, 2.741)  0.84
O (1.557, 0.775, 0.746)  -0.02
C (2.775, 0.288, 0.776)  -0.40
O (2.932, -0.940, 1.121)  -0.16
Mg (4.775, -0.090, 1.095)  1.38



Entry 4:
A single C2H5IS2 molecule, computed with the ωB97M-V functional and the def2-TZVPD basis.

## Properties
orbital gap = 7.793 eV
spin multiplicity = 1
SMILES string = CCSSI
HOMO = -9.04 eV
ΔE to the lowest compared entry with this formula, charge and spin = 9.10 kcal/mol
total energy = -31925.9323 eV

Each line ends with the Löwdin charge.
CARTESIAN COORDINATES (ANGSTROEM)
C (-1.012, -0.475, -0.149)  -0.14
C (0.134, 0.451, 0.414)  -0.57
S (-0.380, 1.850, 1.566)  0.40
S (0.384, 0.977, 3.373)  -0.17
I (2.671, 1.826, 3.905)  0.25
H (-1.585, -0.711, 0.699)  0.04
H (-1.563, 0.146, -0.790)  0.04
H (-0.654, -1.370, -0.728)  0.10
H (0.735, 0.902, -0.363)  0.05
H (0.620, -0.220, 1.089)  0.00



Entry 5:
C4H7IOS as an isolated structure, computed with the ωB97M-V functional and the def2-TZVPD basis.

## Properties
orbital gap = 9.426 eV
spin multiplicity = 1
HOMO = -9.35 eV
ΔE to the lowest compared entry with this formula, charge and spin = 51.12 kcal/mol
total energy = -25242.0160 eV

Each line ends with the Löwdin charge.
CARTESIAN COORDINATES (ANGSTROEM)
C (1.084, 0.209, 0.378)  -0.30
C (0.413, -1.162, 0.301)  -0.30
C (0.041, 1.190, 0.594)  -0.36
C (-0.842, -0.804, -0.493)  -0.94
O (-0.182, 1.390, -2.001)  -0.54
S (-1.075, 0.959, -0.906)  0.75
I (-2.709, -1.206, 0.551)  0.78
H (1.914, 0.334, 1.187)  0.15
H (1.508, 0.368, -0.639)  0.11
H (0.864, -1.991, -0.329)  0.13
H (0.062, -1.494, 1.286)  0.08
H (-0.468, 1.199, 1.550)  0.08
H (0.271, 2.373, 0.340)  0.15
H (-0.880, -1.367, -1.819)  0.19



Entry 6:
C3H7N5 as an isolated structure, computed with the ωB97M-V functional and the def2-TZVPD basis.

## Properties
orbital gap = 8.663 eV
spin multiplicity = 1
HOMO = -8.03 eV
ΔE to the lowest compared entry with this formula, charge and spin = 100.46 kcal/mol
total energy = -10670.6444 eV

Each line ends with the Löwdin charge.
CARTESIAN COORDINATES (ANGSTROEM)
C (0.437, -0.598, -0.151)  -0.32
C (0.221, 0.806, 0.010)  -0.21
C (-1.752, -0.373, 0.093)  -0.40
H (2.848, 0.756, 0.886)  0.21
H (3.530, -0.464, -0.487)  0.09
H (0.659, 1.223, -0.986)  0.17
H (0.594, 1.127, 0.981)  0.12
H (-1.936, 1.635, -0.014)  0.20
H (-3.554, 0.250, -0.236)  -0.01
H (-0.471, -2.238, 0.230)  0.15
N (2.595, -0.017, -0.193)  -0.17
N (1.754, -1.054, -0.045)  -0.08
N (-1.164, 0.866, -0.015)  0.02
N (-3.078, -0.639, -0.224)  0.06
N (-0.683, -1.281, 0.150)  0.17



Entry 7:
A 3-piece molecular cluster, C4H12O3 overall, computed with the ωB97M-V functional and the def2-TZVPD basis.

## Properties
orbital gap = 10.401 eV
spin multiplicity = 1
SMILES string = CCCC=O.O.O
HOMO = -9.78 eV
ΔE to the lowest compared entry with this formula, charge and spin = 15.71 kcal/mol
total energy = -10484.4578 eV

Each line ends with the Löwdin charge.
CARTESIAN COORDINATES (ANGSTROEM)
C (0.717, 0.828, 0.378)  -0.11
C (1.003, -0.340, -0.593)  -0.26
C (0.963, -1.673, 0.146)  -0.18
C (0.815, -2.858, -0.792)  -0.27
O (1.403, -2.942, -1.833)  0.06
H (0.517, 1.722, -0.206)  0.07
H (-0.196, 0.566, 0.905)  0.06
H (1.521, 0.961, 1.095)  0.07
H (0.181, -0.312, -1.315)  0.11
H (1.947, -0.165, -1.101)  0.11
H (1.882, -1.839, 0.713)  0.13
H (0.122, -1.697, 0.836)  0.10
H (0.066, -3.605, -0.461)  0.12
O (-3.318, 2.506, -4.461)  -0.07
H (-4.129, 2.099, -4.124)  0.04
H (-3.363, 3.412, -4.139)  0.03
O (0.221, 1.159, 5.252)  -0.06
H (-0.595, 0.650, 5.331)  0.04
H (0.240, 1.528, 4.367)  0.02



Entry 8:
A single C21H20ClFO4S molecule, computed with the ωB97M-V functional and the def2-TZVPD basis.

## Properties
orbital gap = 9.157 eV
spin multiplicity = 1
SMILES string = CCOC(=O)[C@@](F)([C@@]1(c2ccc(Cl)cc2)C=CCC1)S(=O)(=O)c1ccccc1
HOMO = -8.91 eV
ΔE to the lowest compared entry with this formula, charge and spin = 0.00 kcal/mol
total energy = -56365.2513 eV

Each line ends with the Löwdin charge.
CARTESIAN COORDINATES (ANGSTROEM)
C (1.168, 3.253, -3.346)  -0.06
C (1.913, 2.593, -2.222)  -0.18
O (0.920, 1.868, -1.423)  -0.04
C (1.415, 0.783, -0.799)  -0.44
O (2.599, 0.496, -0.747)  0.14
C (0.310, -0.130, -0.222)  -0.26
F (0.797, -1.430, -0.176)  0.05
C (-0.049, 0.328, 1.180)  -0.33
C (1.301, 0.507, 1.904)  -0.17
C (1.833, 1.775, 2.157)  -0.01
C (3.162, 1.889, 2.582)  -0.09
C (3.924, 0.735, 2.791)  -0.69
Cl (5.598, 0.866, 3.127)  0.68
C (3.328, -0.530, 2.713)  -0.08
C (2.006, -0.639, 2.276)  -0.02
C (-0.867, 1.581, 1.018)  -0.06
C (-2.060, 1.500, 1.639)  -0.05
C (-2.311, 0.143, 2.233)  -0.16
C (-1.003, -0.637, 1.958)  -0.08
S (-1.094, -0.137, -1.640)  0.82
O (-2.093, 0.872, -1.356)  -0.29
O (-0.417, -0.147, -2.928)  -0.30
C (-1.897, -1.768, -1.591)  -0.26
C (-1.459, -2.735, -2.492)  -0.05
C (-2.009, -4.016, -2.442)  -0.06
C (-2.977, -4.321, -1.478)  -0.07
C (-3.441, -3.334, -0.605)  -0.06
C (-2.928, -2.033, -0.691)  -0.07
H (1.878, 3.787, -3.982)  0.08
H (0.644, 2.510, -3.958)  0.08
H (0.447, 3.980, -2.958)  0.08
H (2.659, 1.873, -2.578)  0.13
H (2.382, 3.333, -1.559)  0.13
H (1.224, 2.667, 2.007)  0.12
H (3.611, 2.869, 2.717)  0.11
H (3.905, -1.418, 2.951)  0.11
H (1.546, -1.623, 2.191)  0.12
H (-0.445, 2.408, 0.449)  0.12
H (-2.807, 2.292, 1.700)  0.11
H (-3.161, -0.360, 1.748)  0.09
H (-2.516, 0.175, 3.314)  0.11
H (-1.192, -1.537, 1.369)  0.11
H (-0.553, -0.932, 2.913)  0.12
H (-0.697, -2.480, -3.222)  0.11
H (-1.675, -4.762, -3.163)  0.11
H (-3.380, -5.333, -1.416)  0.11
H (-4.206, -3.557, 0.141)  0.11
H (-3.333, -1.224, -0.081)  0.10